No. 1
{
  "formula": "C4H5N3",
  "method": "the ωB97M-V functional and the def2-TZVPD basis",
  "symbols": ["N", "C", "C", "N", "C", "N", "C", "H", "H", "H", "H", "H"],
  "positions_angstrom": [[-1.78555, 0.12582, 0.13996], [-0.42516, -0.06490, -0.04742], [0.53724, 1.01482, 0.17240], [1.63790, 0.86914, -0.82277], [1.93336, -0.17514, -0.16842], [1.55107, -1.42706, -0.15222], [0.17854, -1.31967, -0.18747], [-2.15613, 1.00878, -0.18680], [-2.37017, -0.65185, -0.14544], [0.24197, 2.03001, 0.36499], [1.25418, 0.60044, 1.14182], [-0.40426, -2.23936, -0.18335]],
  "nbo_charge": [-0.795, 0.102, -0.256, -0.463, 0.540, -0.476, -0.073, 0.384, 0.384, 0.244, 0.202, 0.207],
  "e_lumo_ev": [-0.017, -0.017],
  "total_charge": 0
}



No. 2
{
  "formula": "C21H21N7S",
  "method": "the ωB97M-V functional and the def2-TZVPD basis",
  "symbols": ["N", "N", "N", "N", "S", "C", "C", "C", "C", "C", "C", "C", "C", "C", "C", "C", "C", "C", "C", "C", "C", "N", "N", "N", "C", "C", "C", "C", "C", "H", "H", "H", "H", "H", "H", "H", "H", "H", "H", "H", "H", "H", "H", "H", "H", "H", "H", "H", "H", "H"],
  "positions_angstrom": [[1.57933, 2.48076, 2.32410], [-1.31336, -4.13050, 1.17631], [-2.00930, 3.11060, 1.80162], [-0.88651, 1.19565, 1.01246], [0.16491, 4.71338, 2.60668], [0.36507, 3.03320, 2.12757], [2.39505, 3.56819, 2.86657], [1.81876, 4.85956, 2.99283], [-0.91222, 2.35108, 1.60486], [-0.04801, -4.25061, 1.60884], [-1.67843, -2.95306, 0.51801], [0.94138, -3.51112, 0.91594], [-3.32821, -0.76704, -0.98846], [-4.49638, -0.26354, -0.36199], [-0.74499, -2.11867, -0.08233], [0.55231, -2.53952, -0.10167], [-2.11609, -0.34322, -0.50991], [-3.13442, 2.59348, 1.38240], [-4.49305, 0.99246, 0.28566], [-1.99095, 0.76835, 0.37392], [-3.18356, 1.44810, 0.66021], [-1.04176, -1.07360, -0.87262], [1.54342, -1.85329, -0.81089], [1.00444, 1.14505, -1.25406], [1.97216, -2.31028, -2.11810], [2.18636, -0.69642, -0.23299], [1.92698, -1.15384, -3.07626], [2.71811, 0.01789, -2.54836], [2.29787, 0.52406, -1.20773], [3.37442, 3.41290, 3.31683], [2.21304, 5.52274, 3.68794], [0.31778, -4.83216, 2.42589], [-2.78932, -2.76350, 0.39910], [1.97004, -3.65836, 1.09157], [-3.34113, -1.46179, -1.68070], [-5.48810, -0.65232, -0.63345], [-3.94816, 3.24244, 1.48187], [-5.41906, 1.42174, 0.61445], [-0.21730, -0.51825, -1.12656], [1.03471, 2.09716, -1.48827], [0.56583, 1.02900, -0.37922], [1.14250, -3.06119, -2.39585], [2.96220, -2.77282, -2.17666], [1.68450, -0.32371, 0.71503], [3.17043, -1.00986, 0.00901], [0.90181, -0.88759, -3.30071], [2.31925, -1.45325, -4.05326], [2.77992, 0.80412, -3.32429], [3.74002, -0.32960, -2.41931], [2.93773, 1.35723, -0.85600]],
  "nbo_charge": [-0.406, -0.402, -0.451, -0.446, 0.474, 0.007, -0.041, -0.484, 0.362, -0.013, -0.021, -0.226, -0.171, -0.188, 0.088, 0.178, 0.168, 0.139, -0.179, 0.173, -0.133, -0.645, -0.519, -0.882, -0.194, -0.220, -0.412, -0.408, -0.059, 0.210, 0.241, 0.196, 0.204, 0.209, 0.217, 0.215, 0.196, 0.225, 0.438, 0.365, 0.385, 0.212, 0.174, 0.233, 0.181, 0.210, 0.206, 0.210, 0.194, 0.189],
  "smiles": "N[C@@H]1CCCN(c2ccncc2Nc2cccc3cnc(-c4nccs4)nc23)C1",
  "e_lumo_ev": -0.597,
  "total_charge": 0
}



No. 3
{
  "formula": "C21H23CoN4O3S",
  "method": "the ωB97M-V functional and the def2-TZVPD basis",
  "symbols": ["Co", "C", "C", "N", "O", "C", "C", "N", "O", "H", "H", "H", "H", "H", "H", "H", "C", "C", "C", "C", "N", "C", "C", "C", "C", "C", "C", "N", "H", "H", "H", "H", "H", "H", "H", "H", "C", "S", "O", "C", "C", "C", "C", "C", "C", "H", "H", "H", "H", "H", "H", "H", "H"],
  "positions_angstrom": [[0.11886, 1.00338, -0.40664], [3.77789, 2.78294, -1.38872], [2.40317, 2.44160, -0.91864], [2.03522, 1.24540, -0.61043], [3.00403, 0.26822, -0.83251], [1.37283, 3.45107, -0.75613], [1.61047, 4.92030, -0.72461], [0.18795, 2.90995, -0.57850], [-0.83056, 3.61698, -0.34331], [4.21407, 1.96793, -1.95872], [4.42706, 2.96882, -0.52936], [3.75195, 3.68624, -1.99372], [2.71530, -0.46197, -0.27510], [2.41499, 5.17707, -0.03208], [0.69476, 5.40727, -0.40120], [1.87947, 5.31808, -1.70650], [-4.01499, 1.34009, -1.26946], [-4.55239, 1.43862, -0.00084], [-3.73306, 1.24094, 1.10032], [-2.39509, 0.96388, 0.89823], [-1.87757, 0.87023, -0.33303], [-2.66795, 1.05460, -1.38852], [-1.41467, 0.83745, 2.02536], [-1.78794, 0.75280, 3.35286], [-0.79852, 0.78238, 4.32596], [0.52471, 0.90203, 3.94363], [0.81363, 0.93727, 2.58942], [-0.13323, 0.87917, 1.65661], [-4.61663, 1.49076, -2.15404], [-5.59815, 1.68085, 0.13698], [-4.13265, 1.32935, 2.09957], [-2.19589, 0.96847, -2.35862], [-2.82890, 0.67774, 3.63226], [-1.06571, 0.72242, 5.37284], [1.32186, 0.96544, 4.67093], [1.83208, 1.00365, 2.22619], [-0.03907, -2.38229, -3.13407], [1.00198, -2.09937, -1.72569], [0.27960, -1.02701, -0.93926], [0.71361, -3.59765, -0.84353], [1.66721, -4.59996, -0.93361], [1.42562, -5.81022, -0.29446], [0.25511, -5.98888, 0.42755], [-0.67762, -4.96065, 0.53290], [-0.45485, -3.75224, -0.10646], [-1.04413, -2.60688, -2.77721], [0.37164, -3.21940, -3.69929], [-0.02232, -1.47587, -3.73702], [2.58288, -4.44208, -1.49170], [2.15568, -6.60631, -0.35361], [0.06666, -6.93516, 0.91765], [-1.57846, -5.10413, 1.11572], [-1.15999, -2.93337, -0.02836]],
  "nbo_charge": [1.098, -0.682, 0.290, -0.246, -0.550, 0.026, -0.670, -0.024, -0.517, 0.253, 0.251, 0.241, 0.477, 0.223, 0.265, 0.227, -0.236, -0.125, -0.212, 0.198, -0.470, 0.095, 0.173, -0.214, -0.135, -0.238, 0.078, -0.493, 0.241, 0.236, 0.230, 0.209, 0.230, 0.236, 0.240, 0.210, -0.816, 1.284, -1.052, -0.211, -0.229, -0.196, -0.176, -0.195, -0.230, 0.245, 0.253, 0.249, 0.231, 0.233, 0.231, 0.229, 0.238],
  "multiplicity": 2,
  "e_lumo_ev": [-2.962, -2.909],
  "s_squared": 0.77,
  "total_charge": 1
}



No. 4
{
  "formula": "C18H25CuGe2INO",
  "method": "the ωB97M-V functional and the def2-TZVPD basis",
  "symbols": ["Cu", "Ge", "C", "C", "C", "C", "C", "C", "C", "C", "C", "C", "C", "C", "H", "H", "H", "H", "H", "H", "H", "H", "H", "H", "H", "N", "C", "O", "C", "I", "H", "H", "H", "H", "C", "Ge", "C", "C", "C", "H", "H", "H", "H", "H", "H", "H", "H", "H", "H"],
  "positions_angstrom": [[-0.46764, 0.42395, -1.86514], [1.37281, -0.11239, -0.42129], [1.87353, 0.08029, 1.46587], [1.13071, -0.50944, 2.48816], [1.51014, -0.37698, 3.81688], [2.65144, 0.34165, 4.14436], [3.41274, 0.91719, 3.13740], [3.02450, 0.78539, 1.81095], [0.86322, -2.00650, -0.61245], [1.75869, -2.91449, -1.17269], [1.42552, -4.25736, -1.30343], [0.18896, -4.71333, -0.87145], [-0.71592, -3.82116, -0.31156], [-0.38054, -2.48036, -0.19234], [2.70720, 0.04073, -1.18896], [0.24505, -1.08960, 2.25149], [0.91743, -0.83850, 4.59719], [2.94997, 0.44628, 5.17971], [4.30966, 1.47137, 3.38563], [3.62941, 1.24081, 1.03364], [2.73113, -2.57348, -1.50942], [2.13520, -4.94831, -1.74114], [-0.06937, -5.76019, -0.96990], [-1.68397, -4.16958, 0.02817], [-1.11049, -1.79294, 0.22502], [-3.25869, 0.14946, -3.18101], [-2.58253, -0.99916, -3.10334], [-1.42714, -1.08181, -2.67287], [-3.25515, -2.25403, -3.58828], [-4.87539, -2.78948, -2.30854], [-2.82038, 0.99592, -2.84375], [-4.22993, 0.16467, -3.44063], [-2.53789, -3.06512, -3.55809], [-3.66716, -2.13299, -4.58596], [0.38570, 2.85911, 2.20641], [-0.25270, 2.84753, 0.35896], [-2.19008, 2.52953, 0.41478], [0.08618, 4.65704, -0.31716], [0.46312, 1.71475, -1.04096], [-0.12884, 3.67594, 2.71816], [1.45606, 3.04607, 2.25369], [0.17542, 1.93178, 2.73342], [-2.68430, 3.15699, 1.15799], [-2.39265, 1.48494, 0.66534], [-2.62842, 2.73986, -0.56274], [-0.36756, 5.41047, 0.32949], [-0.31430, 4.77179, -1.32446], [1.16091, 4.84227, -0.35387], [1.47635, 1.96145, -1.36128]],
  "nbo_charge": [0.726, 1.118, -0.319, -0.255, -0.204, -0.220, -0.213, -0.245, -0.421, -0.153, -0.230, -0.220, -0.211, -0.224, -0.160, 0.206, 0.209, 0.211, 0.211, 0.210, 0.207, 0.211, 0.211, 0.209, 0.203, -0.785, 0.671, -0.662, -0.615, 0.128, 0.423, 0.411, 0.266, 0.247, -1.095, 1.640, -1.094, -1.084, -1.556, 0.225, 0.233, 0.234, 0.227, 0.219, 0.213, 0.221, 0.226, 0.225, 0.224],
  "e_lumo_ev": -0.457,
  "total_charge": 0
}



Listing ΔE to the lowest compared entry with this formula, charge and spin for the structures above in their given order: 123.5, 87.9, 5.7, 34.8 kcal/mol.
Listing E_tot for the structures above in their given order: -8694.459, -43380.695, -82707.830, -188380.178 eV.